No. 1
A cluster of 13 separate species, C7H37NO12 in total at a distorted geometry, computed with ωB97M-V with the def2-TZVPD basis set.

Values from the calculation:
Energy (eV): -33917.9851
Strongest force on any atom (eV/A): 1.99
HOMO-LUMO gap (eV): 9.08
HOMO energy (eV): -9.00

Structure (ORCA input):
```
! wB97M-V def2-TZVPD RIJCOSX def2/J DEFGRID3
* xyz 0 1
O 0.40 0.01 -2.92
O -3.33 -0.56 -2.31
H 1.81 -1.96 -0.98
H -4.31 -1.56 2.21
H -2.60 0.86 -3.83
H 2.09 0.85 0.12
O -0.68 -4.08 0.66
N 0.01 0.02 1.64
H -2.88 -0.16 -1.56
H -1.55 -3.30 -1.21
H 0.29 -4.19 0.58
C 2.16 -0.93 -1.01
C 1.21 -0.77 1.29
H -3.78 -1.11 0.71
H -2.60 -4.35 -1.38
C -1.19 -0.66 1.25
H 2.75 0.35 -2.64
O 0.51 5.24 -0.37
H 1.81 -0.96 2.18
O -2.74 1.79 -3.65
H 3.60 0.26 1.55
H 2.48 -3.51 -0.33
H 3.98 -1.01 -2.16
H 2.63 -3.99 1.19
H 1.62 4.55 1.39
H -3.52 3.11 -0.46
H 2.32 1.60 2.01
H -2.13 -0.57 3.10
C 1.90 -0.22 0.07
H -3.29 -2.64 1.28
C -2.14 -1.00 2.11
O -2.40 -3.44 -1.64
C 2.96 -0.64 -2.26
H 0.26 0.47 -3.76
H -0.28 4.89 0.01
O 2.04 -3.83 0.45
H 1.09 -1.85 1.11
O 4.02 -0.53 1.93
H -0.74 -3.38 1.32
H 0.85 4.50 -0.87
O 3.15 2.04 1.83
O -0.45 2.65 0.89
H -2.57 2.71 -1.58
H -0.19 1.70 0.97
O 1.72 4.23 2.30
H -3.61 -1.45 -2.10
H 0.06 0.26 2.62
H 4.77 -0.31 2.48
O -2.92 2.42 -0.73
H -1.30 2.56 0.45
H 0.77 4.13 2.47
H 0.23 0.64 -2.22
C -3.40 -1.60 1.61
H -1.13 -0.82 0.18
H 3.09 2.97 2.05
H -3.39 1.85 -2.94
H 2.56 -1.24 -3.08
*
```

No. 2
A cluster of 2 separate species, ClH2NO2Si in total at a distorted geometry, computed with ωB97M-V with the def2-TZVPD basis set.

Values from the calculation:
Energy (eV): -26013.9698
Strongest force on any atom (eV/A): 2.77
HOMO-LUMO gap (eV): 9.77
HOMO energy (eV): -10.42

Structure (ORCA input):
```
! wB97M-V def2-TZVPD RIJCOSX def2/J DEFGRID3
* xyz 0 1
Cl -3.76 2.29 -3.45
O -4.57 1.80 -1.18
H -0.58 -0.75 -0.62
N -3.98 2.62 -1.76
Si -0.37 0.25 0.39
O -1.54 1.02 0.97
H 1.05 0.61 0.39
*
```

No. 3
The molecule C7H13Cl at a distorted geometry, computed with ωB97M-V with the def2-TZVPD basis set.

Values from the calculation:
Energy (eV): -19991.6632
Strongest force on any atom (eV/A): 2.99
HOMO-LUMO gap (eV): 9.78
HOMO energy (eV): -8.79

Structure (ORCA input):
```
! wB97M-V def2-TZVPD RIJCOSX def2/J DEFGRID3
* xyz 0 1
C 2.16 -1.52 -0.68
H 3.21 -1.32 -0.63
H 1.20 0.95 1.65
H -0.25 1.76 0.58
C 1.72 0.04 1.27
Cl -2.24 -1.79 0.02
H 2.73 0.21 1.40
C -0.52 1.37 -0.39
H -1.90 0.10 1.48
H -0.36 2.19 -1.07
C -2.49 -0.06 0.57
H 1.99 -2.37 -0.02
H 0.01 -0.14 -1.79
H -2.16 0.57 -1.47
H -3.55 0.03 0.69
H -2.66 1.82 -0.34
H 1.53 -0.81 1.87
H 1.92 -1.90 -1.67
C 1.40 -0.31 -0.18
C 0.33 0.21 -0.79
C -2.05 0.98 -0.48
*
```

No. 4
The molecule C2H2N3P at a distorted geometry, computed with ωB97M-V with the def2-TZVPD basis set.

Values from the calculation:
Energy (eV): -15863.3316
Strongest force on any atom (eV/A): 2.61
HOMO-LUMO gap (eV): 10.28
HOMO energy (eV): -11.05

Structure (ORCA input):
```
! wB97M-V def2-TZVPD RIJCOSX def2/J DEFGRID3
* xyz 0 1
H 0.92 0.06 0.84
C 0.14 0.76 -2.51
H -0.10 -0.81 -0.39
N 0.39 0.04 -0.01
C -1.51 2.25 -1.40
N -0.20 0.08 -3.37
N -2.61 2.63 -1.47
P 0.54 1.43 -0.95
*
```

No. 5
A structure of composition C29H48F4O17 at a distorted geometry, computed with ωB97M-V with the def2-TZVPD basis set.

Values from the calculation:
Energy (eV): -76484.5191
Strongest force on any atom (eV/A): 19.27
HOMO-LUMO gap (eV): 7.68
HOMO energy (eV): -7.56

Structure (ORCA input):
```
! wB97M-V def2-TZVPD RIJCOSX def2/J DEFGRID3
* xyz 0 1
H -2.30 -1.83 -4.12
H 0.24 -1.11 -2.62
C 3.10 -1.64 1.16
O -0.39 3.47 -0.38
C 0.16 3.02 1.73
O 1.24 2.84 0.82
H 3.85 -3.67 0.37
H -2.66 0.76 -3.54
H 3.82 -1.28 1.90
H -0.85 1.58 -0.82
H 2.92 2.44 -0.79
C 0.82 -0.01 0.73
O -1.78 -0.31 3.74
C -2.37 -1.96 -0.96
H 1.68 -3.51 -0.45
C -2.10 -1.57 3.17
C -1.10 0.52 -0.71
H -1.68 3.82 1.15
H 0.23 3.98 2.25
O -1.72 -4.49 1.38
H 1.35 -1.41 -0.78
C 4.12 1.03 1.92
C -2.02 0.62 2.82
H -1.16 1.22 -2.90
H -1.22 -2.08 2.78
O -1.33 0.56 -4.85
H -0.15 -0.96 2.92
O -3.34 2.77 -3.88
C -0.99 3.05 0.81
H -2.14 0.37 -1.01
H -1.38 -0.92 -2.20
H -0.07 -0.73 -5.79
O -3.62 3.16 -1.73
H 4.51 0.24 1.28
C 3.18 -3.21 1.09
O 1.61 3.22 -1.35
H 1.45 -4.57 0.91
H 1.91 0.27 -1.07
C -0.66 0.57 -3.62
C -2.48 1.78 -3.20
H -1.47 2.10 -3.49
H -2.53 -2.24 3.91
C 0.87 3.21 -0.40
O -0.13 -0.14 -1.45
O -2.63 -2.74 0.23
F -2.99 -2.40 -1.99
O 1.74 -1.44 1.57
H 0.34 0.91 -3.89
O -0.73 -3.59 -0.56
C -1.25 -1.60 -4.27
H 0.97 -3.10 2.49
H -0.62 -2.18 -2.18
H -1.51 2.11 0.60
H -3.71 1.16 -1.40
C 1.78 -3.57 0.64
O 4.65 2.70 0.34
H -0.19 -1.59 -0.67
H -3.35 -1.89 1.44
C -0.74 0.10 0.68
H 1.90 -1.64 2.77
H -0.61 -2.43 -4.54
H 3.98 0.81 2.98
H -1.22 -0.87 0.79
C 0.65 -0.35 3.33
H 0.30 0.06 4.29
H 0.82 0.54 2.72
F -4.40 -0.93 2.88
C -3.87 3.58 -2.97
C -1.66 -3.67 0.46
H 4.95 3.08 2.33
O 1.81 -1.11 3.57
H 3.21 -1.22 0.16
O -4.44 4.59 -3.29
H 2.83 3.58 0.54
H -1.06 0.74 1.51
C -3.25 -1.09 2.18
H -2.59 -0.91 -0.74
H 1.36 0.92 0.91
H -0.03 -2.33 1.32
C -0.88 -2.30 -1.13
C 5.03 2.23 1.65
H 2.16 0.73 0.92
C -3.02 1.93 -1.75
C 1.09 -0.35 -0.70
H -1.80 -0.91 -6.26
C 2.79 1.54 1.31
H 3.38 -3.41 2.15
C 1.00 -2.65 1.50
H 6.05 1.84 1.62
O -2.69 0.13 1.81
F 0.06 2.04 2.65
C 3.18 2.58 0.26
F -1.97 1.95 -0.91
C -0.72 -0.87 -3.07
H 1.10 -0.73 1.51
C -1.11 -0.66 -5.46
O -1.61 1.76 2.92
H 2.10 1.96 2.03
*
```

- strongest force on any atom of number 2 (ClH2NO2Si)?
  2.77 eV/A

- Among the records above, which one has the lowest energy?
  C29H48F4O17

- Which value of HOMO-LUMO gap does entry 4 give?
  10.28 eV